{
  "formula": "C28H48Cl4O12S2",
  "method": "the ωB97M-V functional and the def2-TZVPD basis",
  "symbols": ["Cl", "Cl", "Cl", "Cl", "S", "S", "O", "O", "O", "O", "O", "O", "O", "O", "O", "O", "O", "O", "C", "C", "C", "C", "C", "C", "C", "C", "C", "C", "C", "C", "C", "C", "C", "C", "C", "C", "C", "C", "C", "C", "C", "C", "C", "C", "C", "C", "H", "H", "H", "H", "H", "H", "H", "H", "H", "H", "H", "H", "H", "H", "H", "H", "H", "H", "H", "H", "H", "H", "H", "H", "H", "H", "H", "H", "H", "H", "H", "H", "H", "H", "H", "H", "H", "H", "H", "H", "H", "H", "H", "H", "H", "H", "H", "H"],
  "positions_angstrom": [[-0.344, -7.112, 4.742], [6.000, -4.571, 0.697], [1.933, -4.987, 5.561], [8.900, -5.023, 1.967], [-0.818, -1.883, -1.523], [5.217, 1.705, 5.814], [-9.724, 0.956, 2.917], [-2.584, 1.203, -6.471], [6.343, 2.512, 6.145], [-7.770, -0.133, 2.439], [-1.024, 2.805, -7.162], [2.155, 4.938, 0.100], [-7.151, 0.496, -3.325], [0.236, 4.224, -0.833], [-2.020, -1.097, -1.170], [-8.446, -0.884, -2.005], [-0.839, -3.250, -1.991], [3.861, 2.267, 5.880], [5.230, -0.366, 4.145], [5.700, -0.913, 5.533], [3.351, 5.611, -0.260], [-8.538, 1.032, 2.612], [-0.608, 4.132, -6.871], [5.316, 0.018, 6.600], [-6.288, 1.661, 1.943], [0.513, -1.686, -0.220], [2.222, -6.447, 4.628], [-6.884, -1.974, -3.484], [0.963, -6.622, 3.689], [1.680, -0.824, -2.107], [-1.770, 4.696, -6.068], [2.205, 4.767, -2.265], [3.615, 5.178, -1.709], [-2.020, 2.353, -6.407], [-8.097, -2.901, -3.228], [-6.386, 0.191, 2.285], [5.504, 1.153, 4.079], [-7.442, -0.644, -2.944], [1.410, 4.564, -0.926], [-2.348, 3.459, -5.467], [7.405, -3.648, 0.235], [0.192, -0.878, -2.661], [8.407, -3.468, 1.364], [-8.622, -2.336, -1.858], [1.863, -1.833, -0.930], [-7.650, 2.234, 2.292], [7.921, -2.891, 2.150], [0.328, 4.099, -6.314], [-0.043, -1.013, -3.717], [4.313, 4.358, -1.881], [7.809, -4.163, -0.636], [2.444, 3.928, -2.918], [-0.536, 4.653, -7.826], [1.611, 5.517, -2.788], [-7.814, -3.951, -3.160], [-1.449, 5.448, -5.347], [2.635, -1.414, -0.285], [-5.428, 1.998, 2.523], [4.941, 1.814, 3.420], [1.895, 0.190, -1.772], [-8.089, -2.760, -1.007], [-9.679, -2.579, -1.754], [0.401, -0.665, 0.144], [1.232, -7.417, 2.994], [5.670, -0.839, 3.267], [0.367, -2.463, 0.530], [4.262, -0.085, 6.861], [4.196, -0.672, 3.982], [-6.686, -1.758, -4.533], [6.784, -1.021, 5.552], [-8.850, -2.790, -4.009], [7.032, -2.711, -0.179], [5.880, 0.039, 7.532], [0.649, -5.792, 3.057], [-5.910, -2.246, -3.077], [5.436, -1.957, 5.702], [2.186, -2.828, -1.236], [-0.180, 0.124, -2.445], [2.390, -0.920, -2.929], [-5.889, -0.373, 1.496], [4.229, 5.304, 0.308], [-1.955, 3.280, -4.466], [-8.162, 2.768, 1.492], [2.420, -7.277, 5.307], [3.117, -6.203, 4.055], [-7.538, 2.869, 3.171], [-5.849, 1.853, 0.964], [9.349, -3.054, 1.005], [6.562, 1.174, 3.816], [-3.368, 3.772, -5.245], [-2.625, 5.078, -6.626], [-6.004, 0.061, 3.297], [3.242, 6.691, -0.159], [3.905, 6.152, -2.104]],
  "lowdin_charge": [0.56, 0.55, 0.53, 0.57, 0.71, 0.70, 0.09, 0.05, -0.33, -0.01, 0.03, 0.04, 0.08, 0.09, -0.35, -0.01, -0.33, -0.34, -0.21, -0.24, -0.16, -0.40, -0.14, -0.22, -0.17, -0.22, -0.67, -0.08, -0.68, -0.20, -0.17, -0.05, -0.15, -0.41, -0.14, -0.17, -0.21, -0.42, -0.46, -0.11, -0.71, -0.21, -0.68, -0.13, -0.21, -0.07, 0.06, 0.13, 0.10, 0.11, 0.07, 0.11, 0.13, 0.12, 0.11, 0.12, 0.10, 0.11, 0.10, 0.10, 0.12, 0.12, 0.11, 0.07, 0.10, 0.10, 0.10, 0.11, 0.12, 0.11, 0.11, 0.07, 0.11, 0.07, 0.13, 0.12, 0.11, 0.08, 0.10, 0.13, 0.12, 0.13, 0.13, 0.07, 0.06, 0.13, 0.11, 0.07, 0.10, 0.13, 0.12, 0.12, 0.13, 0.11],
  "smiles": "O=S1(=O)CCCC1.O=S1(=O)CCCC1.O=C1CCCO1.O=C1CCCO1.O=C1CCCO1.O=C1CCCO1.ClCCCl.ClCCCl",
  "homo_ha": -0.3627,
  "orbital_gap_ev": 9.56,
  "e_above_lowest_kj_mol": 0.0,
  "largest_force_ha_per_bohr": 0.1126,
  "e_tot_ha": -4635.59915
}

{
  "formula": "C28H48MgO13",
  "method": "the ωB97M-V functional and the def2-TZVPD basis",
  "symbols": ["Mg", "O", "O", "O", "O", "O", "O", "O", "O", "O", "O", "O", "O", "O", "C", "C", "C", "C", "C", "C", "C", "C", "C", "C", "C", "C", "C", "C", "C", "C", "C", "C", "C", "C", "C", "C", "C", "C", "C", "C", "C", "C", "H", "H", "H", "H", "H", "H", "H", "H", "H", "H", "H", "H", "H", "H", "H", "H", "H", "H", "H", "H", "H", "H", "H", "H", "H", "H", "H", "H", "H", "H", "H", "H", "H", "H", "H", "H", "H", "H", "H", "H", "H", "H", "H", "H", "H", "H", "H", "H"],
  "positions_angstrom": [[0.788, -0.455, -13.776], [-4.230, -4.191, -10.407], [1.686, -2.136, -14.715], [-1.535, -3.364, -14.324], [2.108, 1.887, -11.303], [1.096, 2.924, -9.605], [2.620, 0.396, -13.995], [5.292, -6.639, -10.877], [2.610, -3.688, -16.031], [1.540, -2.660, -6.732], [5.120, -5.083, -9.281], [0.828, -1.236, -12.001], [2.013, -2.504, -4.568], [-0.912, -1.270, -14.279], [1.574, -4.451, -14.071], [-2.841, -1.951, -15.668], [3.126, -5.958, -10.335], [-2.610, -4.171, -14.859], [-3.639, -2.877, -10.271], [3.126, -5.012, -15.816], [2.956, 1.581, -9.014], [4.593, -5.832, -10.040], [0.608, -3.319, -7.636], [3.919, 0.321, -14.433], [-3.020, -3.410, -16.094], [-1.718, -2.089, -14.645], [2.281, -5.656, -14.683], [1.422, -3.052, -5.446], [2.906, -1.652, -10.797], [4.408, -7.390, -11.742], [0.169, -4.546, -6.833], [-3.252, -5.007, -11.057], [2.782, 2.704, -8.017], [4.713, -0.908, -13.972], [0.363, -4.143, -5.375], [-2.209, -3.222, -9.925], [2.031, 2.062, -10.131], [1.381, -1.795, -10.897], [1.293, 3.018, -8.179], [1.922, -3.282, -14.957], [3.024, -7.269, -11.113], [-1.899, -4.240, -11.008], [3.995, 0.375, -15.532], [3.378, 3.593, -8.210], [3.289, -1.977, -9.823], [2.731, 0.576, -8.660], [0.499, -4.623, -14.075], [0.961, -1.455, -9.931], [1.284, -3.517, -8.462], [2.579, -6.059, -9.397], [4.165, -5.034, -15.491], [1.576, -6.356, -15.134], [2.767, -8.006, -10.344], [-2.267, -5.198, -14.944], [2.910, -6.250, -14.027], [4.806, -8.387, -11.906], [2.923, 2.389, -6.979], [-2.325, -3.688, -16.893], [-3.175, -6.001, -10.605], [4.319, -1.831, -14.421], [-0.226, -2.633, -7.770], [-3.733, -1.524, -15.214], [3.412, -2.164, -11.617], [-2.445, -1.339, -16.474], [3.001, -5.499, -16.779], [0.845, -5.389, -7.024], [-3.740, -2.316, -11.202], [4.475, -6.821, -12.675], [-3.996, -3.652, -16.512], [-4.152, -2.459, -9.406], [-1.597, -3.909, -11.996], [-3.590, -5.254, -12.074], [0.675, 2.288, -7.655], [-1.548, -2.352, -10.007], [4.444, 1.162, -13.942], [5.744, -0.800, -14.327], [1.789, -4.133, -13.048], [-1.156, -4.964, -10.660], [-2.087, -3.658, -8.936], [-3.427, -4.200, -14.129], [3.213, -0.607, -10.918], [-0.596, -3.770, -5.009], [2.707, -5.078, -10.828], [1.278, -2.913, -10.944], [0.702, -4.913, -4.686], [3.957, 1.524, -9.442], [2.193, -7.441, -11.800], [1.080, 4.038, -7.870], [4.715, -1.061, -12.895], [-0.800, -4.961, -7.112]],
  "lowdin_charge": [0.84, -0.15, 0.09, 0.02, 0.14, 0.00, -0.36, 0.02, 0.06, 0.01, 0.14, -0.33, 0.13, 0.08, -0.04, -0.03, -0.08, -0.13, -0.18, -0.12, -0.08, -0.49, -0.13, -0.45, -0.14, -0.41, -0.12, -0.49, -0.09, -0.14, -0.16, -0.20, -0.16, -0.10, -0.07, -0.17, -0.47, -0.47, -0.16, -0.44, -0.15, -0.15, 0.09, 0.12, 0.07, 0.12, 0.11, 0.09, 0.11, 0.12, 0.13, 0.11, 0.11, 0.14, 0.08, 0.13, 0.12, 0.13, 0.11, 0.05, 0.12, 0.14, 0.05, 0.14, 0.12, 0.11, 0.12, 0.11, 0.12, 0.12, 0.09, 0.09, 0.12, 0.11, 0.10, 0.06, 0.12, 0.10, 0.10, 0.12, 0.06, 0.13, 0.11, 0.07, 0.12, 0.13, 0.11, 0.12, 0.05, 0.11],
  "homo_ha": -0.2476,
  "orbital_gap_ev": 6.49,
  "e_above_lowest_kj_mol": 0.0,
  "largest_force_ha_per_bohr": 0.0793,
  "e_tot_ha": -2273.94003
}

{
  "formula": "C28H48NO10",
  "method": "the ωB97M-V functional and the def2-TZVPD basis",
  "symbols": ["O", "O", "O", "O", "O", "O", "O", "O", "O", "O", "N", "C", "C", "C", "C", "C", "C", "C", "C", "C", "C", "C", "C", "C", "C", "C", "C", "C", "C", "C", "C", "C", "C", "C", "C", "C", "C", "C", "C", "H", "H", "H", "H", "H", "H", "H", "H", "H", "H", "H", "H", "H", "H", "H", "H", "H", "H", "H", "H", "H", "H", "H", "H", "H", "H", "H", "H", "H", "H", "H", "H", "H", "H", "H", "H", "H", "H", "H", "H", "H", "H", "H", "H", "H", "H", "H", "H"],
  "positions_angstrom": [[-0.418, -0.346, -1.889], [-2.192, -1.622, -1.327], [-0.410, -1.510, 5.583], [6.145, -6.088, 0.891], [0.150, 2.795, -6.406], [1.733, -1.744, 5.168], [1.580, 1.166, -6.079], [4.778, -4.377, 1.017], [0.315, 2.337, 2.982], [2.309, -0.585, -1.658], [-3.357, -0.529, 2.958], [1.716, -0.745, -2.940], [-2.235, 0.139, 0.999], [-1.309, 3.600, 1.852], [-2.238, 2.999, -6.882], [0.048, 0.792, -7.851], [-3.443, -0.737, 0.608], [-2.765, 0.728, 2.301], [-0.787, 5.866, 1.147], [-0.857, 2.437, 2.686], [-0.833, 3.464, -7.203], [0.704, -1.040, 5.636], [-3.454, -1.464, -0.740], [3.065, -1.214, 5.045], [4.374, -6.122, -0.688], [0.947, 0.311, 6.265], [-2.436, 3.634, 1.024], [0.665, 1.594, -6.728], [5.180, -5.534, 0.448], [-1.904, 5.882, 0.314], [3.729, -3.565, 0.488], [-2.724, 4.764, 0.264], [-0.494, 4.736, 1.902], [-3.547, -1.572, 1.882], [-1.778, -0.515, -2.109], [-1.815, 1.393, 3.266], [2.363, -4.033, 0.948], [3.837, -1.319, 6.342], [0.363, -0.059, -3.057], [-2.122, 6.753, -0.281], [-4.338, -0.105, 0.623], [-0.145, 6.730, 1.188], [-3.893, -2.453, -0.622], [-1.427, -0.546, 1.245], [3.869, -2.355, 6.678], [-3.596, 4.758, -0.373], [1.837, 0.817, 5.902], [1.590, -3.360, 0.573], [3.035, -0.196, 4.654], [-2.823, -0.895, 3.748], [-2.003, -0.670, -3.165], [0.514, 1.020, -3.094], [-0.652, 0.076, -7.424], [0.103, 0.956, 6.029], [2.276, 0.347, -1.421], [-1.899, 0.852, 0.260], [-0.469, 1.388, -8.599], [-2.374, 1.940, -7.104], [2.319, -4.050, 2.038], [-3.607, 1.354, 2.041], [3.379, -0.732, 7.138], [-4.298, -0.278, 3.256], [3.697, -6.871, -0.280], [2.143, -5.041, 0.597], [3.921, -2.564, 0.872], [-2.327, 0.374, -1.771], [-4.473, -2.122, 2.003], [-1.217, 0.637, 3.770], [3.540, -1.830, 4.286], [2.373, -0.370, -3.722], [-4.114, -0.902, -1.397], [-2.777, -2.336, 1.918], [1.022, 0.197, 7.345], [0.842, 0.248, -8.355], [5.062, -6.607, -1.375], [0.380, 4.742, 2.531], [1.541, -1.812, -3.032], [-2.968, 3.565, -7.459], [3.801, -3.499, -0.598], [3.799, -5.394, -1.255], [-0.108, -0.424, -3.965], [-0.727, 4.517, -6.950], [-0.596, 3.371, -8.263], [4.859, -0.967, 6.202], [-2.416, 1.890, 4.030], [-2.446, 3.140, -5.821], [-3.094, 2.786, 0.942]],
  "lowdin_charge": [-0.09, -0.07, 0.06, 0.11, 0.00, 0.01, 0.10, 0.00, 0.11, -0.06, 0.13, -0.22, -0.07, -0.14, -0.06, 0.02, -0.25, -0.25, -0.05, -0.32, -0.23, -0.54, -0.16, -0.22, 0.01, 0.02, -0.03, -0.53, -0.53, -0.06, -0.24, -0.07, -0.01, -0.07, -0.25, -0.04, -0.06, -0.06, -0.17, 0.11, 0.15, 0.11, 0.14, 0.15, 0.09, 0.11, 0.07, 0.07, 0.11, 0.18, 0.14, 0.13, 0.09, 0.08, 0.09, 0.12, 0.07, 0.07, 0.08, 0.13, 0.07, 0.19, 0.10, 0.07, 0.12, 0.13, 0.14, 0.11, 0.12, 0.12, 0.13, 0.15, 0.10, 0.09, 0.09, 0.12, 0.12, 0.08, 0.11, 0.07, 0.12, 0.12, 0.12, 0.09, 0.15, 0.08, 0.08],
  "homo_ha": -0.4172,
  "orbital_gap_ev": 8.48,
  "total_charge": 1,
  "largest_force_ha_per_bohr": 0.0199,
  "e_tot_ha": -1902.59561
}